A:
Entry from the Open Molecules 2025 dataset: a 2-piece molecular cluster, C3H13N2O overall (wB97M-V/def2-TZVPD).

Each line ends with the Löwdin charge.
CARTESIAN COORDINATES (ANGSTROEM)
N (-1.14, -0.40, 0.07)  0.196
C (0.19, -0.21, 0.77)  -0.354
C (0.45, 1.34, 0.95)  0.005
C (1.23, -1.08, 0.18)  -0.238
N (2.46, -0.80, 0.95)  0.031
H (-1.43, -1.43, -0.07)  0.216
H (-1.31, 0.12, -0.84)  0.138
H (-1.83, 0.07, 0.55)  0.115
H (-0.03, -0.59, 1.77)  0.155
H (0.42, 1.70, -0.08)  0.089
H (1.42, 1.43, 1.39)  0.075
H (-0.36, 1.77, 1.51)  0.082
H (0.81, -2.11, 0.06)  0.137
H (1.51, -0.80, -0.87)  0.134
H (3.02, -1.61, 0.89)  0.060
H (3.10, -0.16, 0.53)  0.075
H (-2.45, 0.68, -3.23)  0.066
H (-3.44, 1.33, -2.25)  0.098
O (-2.62, 0.75, -2.28)  -0.079

Values from the calculation:
* frontier orbital gap: 10.17 eV
* highest occupied orbital energy: -0.495 Eh
* total charge: +1



B:
Entry from the Open Molecules 2025 dataset: a 2-piece molecular cluster, C3H13N2O overall (wB97M-V/def2-TZVPD).

Each line ends with the Löwdin charge.
CARTESIAN COORDINATES (ANGSTROEM)
N (-1.33, -0.95, 0.00)  0.134
C (0.03, -1.50, 0.46)  -0.112
C (1.20, -0.89, -0.40)  -0.226
N (1.02, 0.56, -0.53)  -0.141
C (1.70, 1.37, 0.55)  -0.089
H (-1.33, 0.15, -0.02)  0.126
H (-1.65, -1.28, -0.97)  0.202
H (-2.00, -1.19, 0.67)  0.115
H (0.13, -1.23, 1.49)  0.114
H (0.15, -2.63, 0.23)  0.155
H (2.11, -1.03, 0.15)  0.104
H (1.26, -1.41, -1.39)  0.132
H (1.48, 0.82, -1.41)  0.107
H (2.00, 0.78, 1.38)  0.052
H (0.87, 2.10, 0.90)  0.104
H (2.58, 1.95, 0.22)  0.086
H (-3.18, 1.33, 0.23)  0.014
H (-2.53, 1.76, -1.22)  0.112
O (-2.51, 1.30, -0.36)  0.010

Values from the calculation:
* frontier orbital gap: 9.85 eV
* highest occupied orbital energy: -0.481 Eh
* total charge: +1



C:
Entry from the Open Molecules 2025 dataset: a 2-piece molecular cluster, C3H13N2O overall (wB97M-V/def2-TZVPD).

Each line ends with the Löwdin charge.
CARTESIAN COORDINATES (ANGSTROEM)
N (1.06, -0.35, 0.51)  0.185
C (-0.17, 0.56, 0.61)  -0.343
C (-1.35, -0.33, 0.91)  -0.069
C (-0.37, 1.33, -0.73)  -0.257
N (-1.30, 2.44, -0.52)  -0.019
H (1.81, 0.29, 0.27)  0.154
H (0.90, -1.23, -0.04)  0.126
H (1.24, -0.80, 1.49)  0.213
H (0.07, 1.31, 1.36)  0.151
H (-1.74, -1.16, 0.28)  0.094
H (-2.29, 0.31, 0.84)  0.114
H (-1.20, -0.87, 1.88)  0.099
H (0.52, 1.81, -1.10)  0.115
H (-0.71, 0.53, -1.35)  0.110
H (-1.04, 3.44, -0.76)  0.114
H (-2.21, 2.26, -1.08)  0.125
H (1.18, -3.27, -1.25)  0.050
H (2.55, -3.41, -0.64)  0.067
O (1.74, -2.90, -0.57)  -0.028

Values from the calculation:
* frontier orbital gap: 9.89 eV
* highest occupied orbital energy: -0.483 Eh
* total charge: +1



D:
Entry from the Open Molecules 2025 dataset: C3H13N2O as an isolated structure (wB97M-V/def2-TZVPD).

Each line ends with the Löwdin charge.
CARTESIAN COORDINATES (ANGSTROEM)
C (1.57, -0.12, 0.35)  -0.176
C (0.46, 0.87, 0.78)  -0.163
C (-0.87, 0.19, 1.18)  -0.191
N (-1.35, -0.87, 0.28)  0.055
N (1.04, -1.25, -0.42)  0.065
H (2.16, -0.43, 1.20)  0.127
H (2.27, 0.43, -0.29)  0.122
H (0.81, 1.39, 1.67)  0.124
H (0.32, 1.60, -0.01)  0.080
H (-0.68, -0.21, 2.18)  0.128
H (-1.59, 0.98, 1.36)  0.127
H (-0.21, -1.36, -0.13)  0.103
H (-1.87, -0.47, -0.49)  0.111
H (-2.03, -1.44, 0.76)  0.138
H (1.47, -2.16, -0.31)  0.142
H (0.93, -1.07, -1.41)  0.127
H (-1.48, 1.16, -2.59)  0.067
H (-0.06, 1.48, -2.29)  0.060
O (-0.89, 1.29, -1.83)  -0.045

Values from the calculation:
* frontier orbital gap: 11.41 eV
* highest occupied orbital energy: -0.531 Eh
* total charge: +1



The most stable arrangement is D, and the next structure is 15.7 kcal/mol less stable.



A:
Entry from the Open Molecules 2025 dataset: a 2-piece molecular cluster, C3H13N2O overall (wB97M-V/def2-TZVPD).

Each line ends with the Löwdin charge.
CARTESIAN COORDINATES (ANGSTROEM)
N (-0.81, -0.15, 1.17)  0.182
C (0.34, -0.18, -0.06)  -0.074
C (1.06, 1.08, -0.04)  -0.278
N (0.19, 2.26, 0.13)  -0.127
C (-0.29, 2.93, -1.12)  -0.073
H (-1.72, -0.69, 0.88)  0.210
H (-0.95, 0.81, 1.47)  0.119
H (-0.47, -0.77, 1.88)  0.131
H (-0.43, -0.19, -0.92)  0.144
H (0.94, -1.13, -0.08)  0.140
H (1.76, 1.11, -0.94)  0.161
H (1.72, 1.06, 0.82)  0.123
H (0.12, 2.29, 1.08)  0.053
H (-0.58, 3.96, -0.88)  0.082
H (0.70, 2.99, -1.83)  0.134
H (-1.03, 2.34, -1.71)  0.073
H (0.05, -4.53, 0.59)  0.031
H (0.08, -5.77, -0.25)  0.034
O (-0.31, -4.90, -0.23)  -0.065

Values from the calculation:
* frontier orbital gap: 9.19 eV
* highest occupied orbital energy: -0.477 Eh
* total charge: +1



B:
Entry from the Open Molecules 2025 dataset: a 2-piece molecular cluster, C3H13N2O overall (wB97M-V/def2-TZVPD).

Each line ends with the Löwdin charge.
CARTESIAN COORDINATES (ANGSTROEM)
C (-0.50, -1.11, -0.75)  -0.135
C (0.55, -1.32, 0.35)  -0.166
C (1.87, -0.68, -0.02)  -0.198
N (1.67, 0.81, -0.12)  0.006
N (-0.68, 0.38, -0.90)  0.134
H (-0.06, -1.53, -1.65)  0.127
H (-1.46, -1.59, -0.59)  0.127
H (0.16, -0.94, 1.30)  0.126
H (0.72, -2.39, 0.39)  0.123
H (2.24, -0.99, -0.98)  0.118
H (2.67, -0.83, 0.69)  0.121
H (1.72, 1.17, 0.78)  0.081
H (2.46, 1.22, -0.61)  0.111
H (-1.09, 0.80, -1.73)  0.165
H (0.26, 0.85, -0.72)  0.067
H (-1.29, 0.67, -0.12)  0.089
H (-2.20, 2.11, 1.83)  0.081
H (-3.27, 1.05, 1.37)  0.080
O (-2.35, 1.36, 1.22)  -0.058

Values from the calculation:
* frontier orbital gap: 11.54 eV
* highest occupied orbital energy: -0.526 Eh
* total charge: +1



The most stable arrangement is B, and the next structure is 69.5 kcal/mol less stable.



A:
Entry from the Open Molecules 2025 dataset: the molecule C3H3NO4 (wB97M-V/def2-TZVPD).

Each line ends with the Löwdin charge.
CARTESIAN COORDINATES (ANGSTROEM)
O (-2.26, -1.23, -0.21)  0.134
C (-1.24, -0.58, -0.15)  -0.508
N (0.00, -1.14, 0.21)  0.215
C (1.27, -0.59, -0.12)  -0.493
O (2.27, -1.21, -0.27)  0.162
O (1.20, 0.77, -0.25)  0.060
C (0.00, 1.44, 0.11)  -0.102
O (-1.21, 0.76, -0.34)  0.061
H (0.04, -2.14, 0.29)  0.164
H (-0.05, 2.37, -0.48)  0.153
H (-0.02, 1.55, 1.21)  0.153

Values from the calculation:
* frontier orbital gap: 11.94 eV
* SMILES: O=C1NC(=O)OCO1
* highest occupied orbital energy: -0.419 Eh
* total charge: 0



B:
Entry from the Open Molecules 2025 dataset: the molecule C3H3NO4 (wB97M-V/def2-TZVPD).

Each line ends with the Löwdin charge.
CARTESIAN COORDINATES (ANGSTROEM)
O (1.93, -1.70, -0.33)  0.159
C (1.07, -0.74, -0.15)  -0.521
N (1.27, 0.47, 0.05)  0.237
C (-0.05, 1.03, 0.14)  -0.305
O (-0.38, 2.29, 0.38)  0.094
C (-0.92, 0.02, -0.08)  -0.351
O (-2.25, 0.02, 0.06)  0.120
O (-0.23, -1.12, -0.25)  0.161
H (1.52, -2.56, -0.15)  0.142
H (-1.09, 2.38, 1.04)  0.129
H (-2.49, -0.90, 0.27)  0.135

Values from the calculation:
* frontier orbital gap: 8.22 eV
* SMILES: Oc1nc(O)c(O)o1
* highest occupied orbital energy: -0.292 Eh
* total charge: 0



The most stable arrangement is A, and the next structure is 46.0 kcal/mol less stable.



A:
Entry from the Open Molecules 2025 dataset: the molecule C3H3NO4 (wB97M-V/def2-TZVPD).

Each line ends with the Löwdin charge.
CARTESIAN COORDINATES (ANGSTROEM)
O (1.04, -1.41, -2.09)  0.243
C (0.82, -1.02, -1.05)  -0.367
C (1.27, -0.90, 0.36)  -0.122
O (0.31, -0.22, 1.01)  0.004
C (-0.35, 0.64, 0.12)  -0.413
N (-1.28, 1.48, 0.39)  0.092
O (-1.51, 1.29, 1.79)  -0.094
O (-0.21, 0.02, -1.02)  0.122
H (1.63, -1.81, 0.95)  0.167
H (2.24, -0.06, 0.36)  0.222
H (-2.40, 1.81, 1.82)  0.147

Values from the calculation:
* frontier orbital gap: 9.50 eV
* SMILES: O=C1CO/C(=N\O)O1
* highest occupied orbital energy: -0.345 Eh
* total charge: 0



B:
Entry from the Open Molecules 2025 dataset: a 2-piece molecular cluster, C3H3NO4 overall (wB97M-V/def2-TZVPD).

Each line ends with the Löwdin charge.
CARTESIAN COORDINATES (ANGSTROEM)
C (-0.72, 0.85, 0.74)  -0.350
C (-0.99, -0.51, 0.41)  0.043
C (0.96, 0.14, -0.73)  -0.428
H (0.14, 1.94, 2.30)  0.424
H (-2.00, -1.16, 0.21)  0.184
H (1.20, -1.87, -1.15)  0.175
N (-0.10, -0.70, -0.65)  -0.152
O (-1.30, 2.22, 1.00)  -0.039
O (0.14, -1.88, -1.33)  0.024
O (2.11, -0.16, -1.02)  0.096
O (0.56, 1.12, 0.23)  0.022

Values from the calculation:
* frontier orbital gap: 5.26 eV
* highest occupied orbital energy: -0.323 Eh
* total charge: 0



The most stable arrangement is A, and the next structure is 134.2 kcal/mol less stable.



A:
Entry from the Open Molecules 2025 dataset: the molecule C2H3N3OS (wB97M-V/def2-TZVPD).

Each line ends with the Löwdin charge.
CARTESIAN COORDINATES (ANGSTROEM)
C (1.41, -0.07, 0.03)  -0.244
C (0.49, 1.00, 0.10)  -0.096
N (0.96, -1.24, 0.21)  0.075
N (-0.71, 0.45, 0.11)  -0.313
N (-1.00, -0.79, 0.43)  -0.122
O (-3.37, 0.42, 0.40)  -0.496
S (-2.37, -0.07, -0.48)  0.971
H (2.31, 0.26, -0.28)  0.084
H (0.77, 1.93, -0.21)  0.077
H (1.50, -1.88, -0.32)  0.063

Values from the calculation:
* frontier orbital gap: 8.10 eV
* highest occupied orbital energy: -0.302 Eh
* total charge: 0



B:
Entry from the Open Molecules 2025 dataset: the molecule C2H3N3OS (wB97M-V/def2-TZVPD).

Each line ends with the Löwdin charge.
CARTESIAN COORDINATES (ANGSTROEM)
H (-0.70, 2.36, -0.20)  0.037
N (0.31, 2.18, -0.06)  0.126
C (0.54, 0.92, -0.03)  -0.459
C (1.81, 0.17, 0.25)  -0.057
N (1.70, -1.10, 0.12)  0.062
O (0.43, -1.44, -0.21)  -0.113
N (-0.25, -0.19, -0.41)  -0.435
S (-1.89, -0.24, 0.08)  0.844
H (2.76, 0.66, 0.31)  0.116
H (-1.69, -0.43, 1.39)  -0.122

Values from the calculation:
* frontier orbital gap: 9.69 eV
* SMILES: [H]/N=c1/cnon1S
* highest occupied orbital energy: -0.352 Eh
* total charge: 0



The most stable arrangement is B, and the next structure is 44.6 kcal/mol less stable.



A:
Entry from the Open Molecules 2025 dataset: a 2-piece molecular cluster, CH4BBrO2 overall (wB97M-V/def2-TZVPD).

Each line ends with the Löwdin charge.
CARTESIAN COORDINATES (ANGSTROEM)
B (-0.46, -0.24, -0.23)  -0.688
C (-0.32, -0.24, 1.34)  0.171
O (0.40, -0.97, -1.06)  0.123
O (-1.20, 0.81, -0.81)  0.139
Br (3.17, 1.16, 0.60)  0.044
H (0.00, -1.11, 2.01)  0.071
H (-0.74, 0.62, 1.82)  0.031
H (0.19, -0.77, -1.94)  0.056
H (-1.03, 0.74, -1.72)  0.052

Values from the calculation:
* frontier orbital gap (spin up / spin down): 10.20 / 6.02 eV
* highest occupied orbital energy (spin up / spin down): -0.409 / -0.346 Eh
* total charge: 0



B:
Entry from the Open Molecules 2025 dataset: CH4BBrO2 as an isolated structure (wB97M-V/def2-TZVPD).

Each line ends with the Löwdin charge.
CARTESIAN COORDINATES (ANGSTROEM)
B (-0.17, 0.07, 0.26)  -0.670
C (0.94, 0.15, -1.02)  0.048
O (0.04, -0.93, 1.21)  0.164
O (-1.32, 0.82, 0.19)  0.147
Br (2.45, 1.95, 0.06)  0.150
H (1.69, -0.53, -0.91)  -0.014
H (0.70, 0.86, -1.79)  0.021
H (-0.55, -0.74, 1.86)  0.038
H (-2.01, 0.75, 0.88)  0.116

Values from the calculation:
* frontier orbital gap: 8.32 eV
* highest occupied orbital energy: -0.359 Eh
* total charge: 0



The most stable arrangement is B, and the next structure is 29.6 kcal/mol less stable.